Entry 1
Entry from the Open Molecules 2025 dataset: C3H8N4S in the gas phase (wB97M-V/def2-TZVPD).

Calculated values
Frontier orbital gap: 0.3011 Ha
LUMO energy: 0.12 eV
SMILES string: CN/C(=N\C=S)NN

Structure (ORCA input):
```
! RIJCOSX wB97M-V def2-TZVPD def2/J DEFGRID3
* xyz 0 1
C 0.147 0.101 -1.845
N 0.092 -0.568 -0.520
C -0.075 -0.098 0.714
N -0.356 -0.860 1.778
C -0.942 -2.092 1.409
S -1.103 -3.442 2.375
N -0.056 1.352 0.809
N 0.901 2.225 0.249
H -0.308 -0.609 -2.510
H 1.201 0.536 -2.072
H -0.528 0.993 -1.662
H 0.252 -1.525 -0.505
H -1.449 -2.064 0.395
H -0.338 1.549 1.782
H 1.955 2.048 0.329
H 0.606 2.453 -0.725
*
```

Mulliken population analysis, charges in e, atoms 1 to 2: -0.9004, -0.2359


Entry 2
Entry from the Open Molecules 2025 dataset: C3H8N4S in the gas phase (wB97M-V/def2-TZVPD).

Calculated values
Frontier orbital gap: 0.3528 Ha
LUMO energy: 0.74 eV
SMILES string: C=NS/C(=N/N)NC

Structure (ORCA input):
```
! RIJCOSX wB97M-V def2-TZVPD def2/J DEFGRID3
* xyz 0 1
C 2.160 -0.549 1.137
N 2.412 -0.993 -0.032
S 1.206 -1.222 -1.235
C -0.328 -0.770 -0.500
N -1.144 -1.672 -0.212
N -2.388 -1.144 0.339
N -0.747 0.591 -0.396
C 0.157 1.713 -0.618
H 3.093 -0.345 1.755
H 1.238 -0.155 1.578
H -3.055 -1.890 -0.009
H -2.668 -0.245 -0.145
H -1.425 0.670 0.386
H -0.381 2.657 -0.489
H 1.120 1.712 0.026
H 0.750 1.643 -1.587
*
```

Mulliken population analysis, charges in e, atoms 1 to 2: -0.2988, -0.3194


Entry 3
Entry from the Open Molecules 2025 dataset: C3H8N4S in the gas phase (wB97M-V/def2-TZVPD).

Calculated values
Frontier orbital gap: 0.3130 Ha
LUMO energy: -0.37 eV
SMILES string: C/N=C(/N)C(=S)NN

Structure (ORCA input):
```
! RIJCOSX wB97M-V def2-TZVPD def2/J DEFGRID3
* xyz 0 1
C 1.913 1.388 0.890
N 1.989 0.161 -0.013
C 1.019 -0.609 -0.247
N 1.177 -1.838 -0.901
C -0.391 -0.212 -0.094
S -1.575 -1.068 0.760
N -0.497 1.186 -0.432
N -1.759 1.730 -0.778
H 2.861 1.478 1.426
H 1.733 2.365 0.142
H 1.016 1.062 1.737
H 0.275 -2.424 -1.164
H 2.110 -1.983 -0.731
H 0.386 1.789 -0.810
H -2.402 1.731 0.104
H -2.380 1.000 -1.298
*
```

Mulliken population analysis, charges in e, atoms 1 to 2: -0.5872, -0.6975


Relative calculated energies, zero for the most stable structure, unit eV: entry 1 0.000; entry 2 0.587; entry 3 1.498.